[1]
Here is 2 unconnected molecules or ions with the total composition C24H29BN3 at a distorted geometry from OMol25. Energies are from wB97M-V/def2-TZVPD.

Charge ... +1
Relative energy (zero: lowest compared OMol25 entry of this formula, charge and spin) ... 0.000 eV
Gap between HOMO and LUMO ... 6.089 eV
LUMO ... -4.629 eV
E_tot ... -30497.9808 eV
HOMO level ... -0.3939 Ha

Atoms and positions in Å:
C  4.79913  2.72956  5.07501
N  4.77080  1.67968  4.07914
C  5.41998  0.47194  4.54299
C  4.12753  1.79392  2.84779
C  4.81439  2.21020  1.67792
C  4.13904  2.29979  0.47018
N  2.82140  1.98839  0.34250
B  2.06086  2.04155  -1.05172
H  0.90687  1.56088  -0.92817
C  2.14221  1.61980  1.45511
C  2.74646  1.50262  2.69586
H  4.30110  3.62984  4.71114
H  4.30868  2.39049  6.00079
H  5.84301  2.97050  5.32717
H  5.37620  -0.31397  3.78695
H  6.47245  0.68617  4.78288
H  4.94008  0.11413  5.46756
H  5.87335  2.46059  1.71996
H  4.64586  2.62552  -0.44443
H  1.99348  3.20277  -1.41188
H  2.69698  1.38083  -1.85231
H  1.07287  1.41358  1.31666
H  2.15438  1.17697  3.55240
C  -0.99266  -2.59993  2.82178
N  -1.39858  -2.12788  1.50882
C  -1.13018  -0.90599  0.97130
C  -1.74167  -0.79674  -0.30273
C  -1.64809  0.33596  -1.11567
C  -2.18682  0.44226  -2.43991
C  -2.03591  -0.61178  -3.38201
C  -2.58724  -0.52320  -4.65207
C  -3.31665  0.60875  -5.02968
C  -3.93854  0.66696  -6.38961
C  -3.45799  1.67251  -4.12768
C  -2.87389  1.61239  -2.87356
C  -2.49650  -2.05974  -0.48949
C  -3.44100  -2.53521  -1.39065
C  -3.96949  -3.83409  -1.22779
C  -3.64139  -4.62137  -0.11216
C  -2.75606  -4.12646  0.86023
C  -2.20332  -2.86998  0.63589
H  -1.38851  -3.60919  2.95339
H  0.09938  -2.62912  2.91801
H  -1.39043  -1.96059  3.62009
H  -0.53017  -0.15263  1.47220
H  -1.20326  1.22729  -0.66479
H  -1.47056  -1.50060  -3.09707
H  -2.46812  -1.34304  -5.36405
H  -4.48197  1.60536  -6.52350
H  -3.18580  0.58563  -7.18210
H  -4.64218  -0.16056  -6.53288
H  -4.01937  2.55694  -4.43716
H  -2.94608  2.45121  -2.17630
H  -3.76380  -1.90016  -2.21525
H  -4.65015  -4.23556  -1.97960
H  -4.07479  -5.61757  0.01907
H  -2.49527  -4.67963  1.76142

How is the electron density shared among the atoms? According to Mulliken, the charges in e are: -0.9920, 0.2711, -0.9877, 0.0502, -0.4999, -0.3111, -0.2320, 0.2086, -0.2206, -0.0957, -0.3069, 0.3141, 0.3205, 0.3146, 0.3107, 0.3192, 0.3139, 0.4594, 0.4234, -0.1200, -0.1310, 0.1857, 0.4213, -0.8249, 0.1873, -1.2103, 1.3715, -0.6978, 0.5084, -0.9780, -0.3685, 1.0600, -1.4177, -0.7664, -0.7090, 0.6738, -0.1238, -0.8317, -0.6724, -0.9361, 0.4706, 0.2488, 0.3327, 0.3515, 0.4545, 0.5505, 0.5664, 0.4293, 0.3603, 0.3385, 0.3325, 0.3181, 0.4235, 0.4994, 0.4019, 0.3916, 0.2494

***

[2]
Here is a molecular structure, C24H29BiN5OPS from OMol25. Energies are from wB97M-V/def2-TZVPD.

Charge ... +2
Relative energy (zero: lowest compared OMol25 entry of this formula, charge and spin) ... 0.065 eV
Gap between HOMO and LUMO ... 7.643 eV
LUMO ... -6.339 eV
E_tot ... -60808.5353 eV
HOMO level ... -0.5138 Ha

Atoms and positions in Å:
Bi  0.44118  -0.14992  -0.03079
N  -2.52953  2.76405  1.94228
C  -1.54538  2.11115  1.33003
S  -1.78368  0.38307  1.11292
N  -0.50840  2.80149  0.94036
N  0.49706  2.16252  0.34379
C  1.47908  2.85880  -0.10421
C  2.62726  2.22574  -0.73225
C  3.58805  2.98246  -1.39494
C  4.65896  2.33386  -1.98771
C  4.74022  0.95034  -1.90955
C  3.74435  0.26855  -1.23159
N  2.72067  0.88778  -0.64500
H  -3.37042  2.28779  2.21514
H  -2.45699  3.76309  2.05965
H  1.45136  3.93970  -0.01263
H  3.48585  4.05807  -1.45166
H  5.42147  2.89768  -2.50776
H  5.55830  0.41297  -2.36732
H  3.76887  -0.81258  -1.14541
C  3.23417  -1.09737  2.16681
P  1.56692  -0.39580  2.35387
C  1.78806  1.24337  3.08437
C  2.91019  2.01788  2.79046
C  3.05119  3.26520  3.37703
C  2.07830  3.74400  4.24381
C  0.95700  2.97716  4.52898
C  0.80905  1.72639  3.95255
C  0.76703  -1.38797  3.64308
C  -0.53779  -1.86315  3.55724
C  -1.08170  -2.57470  4.61676
C  -0.32992  -2.82061  5.75485
C  0.96944  -2.33883  5.84476
C  1.51851  -1.61787  4.79882
H  3.78034  -0.95131  3.09757
H  3.77814  -0.60275  1.36658
H  3.14745  -2.16319  1.95705
H  3.67773  1.64818  2.12016
H  3.93186  3.85767  3.16536
H  2.20190  4.71356  4.70775
H  0.20445  3.34706  5.21265
H  -0.05790  1.11899  4.18290
H  -1.12781  -1.68341  2.67543
H  -2.10151  -2.93160  4.55146
H  -0.75352  -3.38084  6.57769
H  1.55821  -2.51326  6.73534
H  2.52184  -1.22352  4.89980
C  0.37734  -5.12147  1.40808
N  -0.44297  -4.71157  0.26955
C  -1.11747  -5.79496  -0.44006
C  -0.62246  -3.42974  -0.02426
C  -1.64622  -3.08738  -1.07117
O  0.01380  -2.53233  0.59511
H  -0.23640  -5.71320  2.08845
H  0.74779  -4.24691  1.93007
H  1.21625  -5.73278  1.07530
H  -0.53144  -6.70147  -0.31668
H  -1.18896  -5.58733  -1.50443
H  -2.11804  -5.97613  -0.04256
H  -2.61423  -3.48756  -0.76527
H  -1.40419  -3.51030  -2.04488
H  -1.73736  -2.00792  -1.16434

How is the electron density shared among the atoms? According to Mulliken, the charges in e are: 0.9458, -0.3737, 0.8109, -0.5406, -1.2192, 0.6394, -0.5610, 0.8617, -1.0075, -0.3844, -0.9118, -0.2426, 0.2316, 0.2051, 0.2601, 0.4452, 0.4933, 0.4642, 0.4391, 0.5069, -1.5103, 1.3494, 0.6984, -0.5317, -0.7023, -0.6142, -0.7147, -0.4714, 0.6412, 0.1350, -0.7894, -0.5653, -0.7764, -0.4351, 0.4937, 0.4296, 0.3387, 0.3549, 0.4814, 0.4371, 0.4796, 0.4657, 0.1010, 0.4579, 0.4340, 0.4486, 0.2762, -0.8745, 0.1298, -1.0206, 0.8308, -1.4165, -0.5259, 0.3791, 0.1305, 0.3499, 0.3594, 0.3708, 0.3428, 0.3939, 0.4194, 0.1570

***

[3]
Here is 7 unconnected molecules or ions with the total composition C24H29BrF6NO19S at a distorted geometry from OMol25. Energies are from wB97M-V/def2-TZVPD.

Charge ... +1
Gap between HOMO and LUMO ... 6.499 eV
LUMO ... -6.117 eV
E_tot ... -162924.0947 eV
HOMO level ... -0.4636 Ha

Atoms and positions in Å:
C  -0.91187  -2.48175  2.77229
C  0.28396  -2.59811  1.82178
C  -0.23973  -2.73933  0.39197
C  0.85774  -3.16017  -0.59247
C  0.90128  -4.66132  -0.90074
S  0.72571  -2.30971  -2.18580
Br  1.71079  -0.43554  -1.85323
O  -0.85394  -1.81405  -2.21338
C  -1.61624  -2.58327  -2.98332
N  -2.46339  -3.23769  -3.40872
H  -1.66398  -1.81787  2.34638
H  -1.37115  -3.45632  2.93141
H  -0.59245  -2.07117  3.72499
H  0.84592  -1.67502  1.89629
H  0.90472  -3.45183  2.09234
H  -0.69072  -1.78293  0.12576
H  -1.03950  -3.47916  0.38101
H  1.82114  -2.83398  -0.19613
H  0.39574  -4.91532  -1.83311
H  1.93546  -4.98237  -0.98254
H  0.43412  -5.19953  -0.08295
C  -2.15674  0.71850  -4.48064
C  -1.53604  1.52461  -5.60595
O  -2.36823  2.66665  -5.64503
C  -2.90219  2.85027  -4.40507
O  -3.44439  3.82742  -4.02729
O  -2.70293  1.73784  -3.64780
F  -1.58677  0.87680  -6.78849
H  -2.95409  0.07520  -4.85633
H  -1.43690  0.12877  -3.92089
H  -0.50635  1.84209  -5.42613
C  1.17196  1.80063  1.97880
C  2.05122  2.44731  3.02923
O  1.52660  1.89293  4.22643
C  0.97024  0.69001  3.93838
O  0.66599  -0.13791  4.72280
O  0.82177  0.55780  2.58604
F  1.92563  3.78698  3.04737
H  0.26857  2.38770  1.80820
H  1.68300  1.62510  1.03442
H  3.11018  2.19220  2.96010
C  -2.88683  7.07695  -4.04840
C  -2.37112  7.97963  -5.14885
O  -3.26882  9.07361  -5.09045
C  -3.75373  9.15848  -3.82059
O  -4.32366  10.08775  -3.36561
O  -3.45965  8.02284  -3.13841
F  -2.44243  7.39840  -6.36891
H  -3.66045  6.40520  -4.41804
H  -2.11291  6.49782  -3.55327
H  -1.35500  8.34871  -4.99837
C  3.16260  -9.15513  0.90236
C  3.23512  -8.84365  -0.57937
O  2.92258  -7.44918  -0.60652
C  3.26789  -6.92180  0.59255
O  3.33917  -5.75418  0.81880
O  3.51771  -7.88844  1.48481
F  2.31608  -9.51356  -1.30051
H  2.14637  -9.41504  1.19836
H  3.85130  -9.92896  1.22492
H  4.21723  -8.99012  -1.02955
C  -2.73350  9.73596  0.70196
C  -2.42081  8.35992  0.15511
O  -2.64504  7.52729  1.27531
C  -3.55615  8.14585  2.08695
O  -4.12651  7.62119  2.97795
O  -3.70715  9.43534  1.70774
F  -1.12438  8.23480  -0.24052
H  -1.85220  10.17859  1.16835
H  -3.14353  10.41721  -0.03795
H  -3.06737  8.04688  -0.66521
C  3.69837  -5.24354  4.14566
C  2.45517  -5.48246  4.97420
O  2.94088  -6.28232  6.02715
C  4.27061  -6.00006  6.19839
O  4.91521  -6.32154  7.13083
O  4.72790  -5.28894  5.13475
F  1.50338  -6.16611  4.28151
H  3.84634  -6.04462  3.42238
H  3.70335  -4.28610  3.63187
H  1.99979  -4.58116  5.38863

How is the electron density shared among the atoms? According to Mulliken, the charges in e are: -1.5415, 0.0304, -1.2014, 0.3872, -1.4327, 0.3668, 0.0627, -0.1965, 0.4903, -0.3405, 0.3885, 0.4648, 0.3454, 0.2490, 0.1990, 0.6319, 0.4080, 0.5346, 0.4416, 0.3218, 0.3982, 0.1258, 0.2934, -0.3005, 0.6472, -0.4571, -0.3530, -0.2690, 0.2912, -0.2912, 0.3019, -0.3310, 0.2334, -0.3342, 0.5678, -0.4401, -0.2074, -0.2662, 0.2720, 0.1944, 0.2840, -0.2850, 0.3029, -0.3251, 0.6087, -0.4944, -0.2735, -0.2808, 0.2172, 0.2355, 0.2952, -0.4712, 0.2664, -0.3176, 0.7519, -0.4824, -0.3112, -0.2770, 0.2804, 0.2845, 0.2979, -0.4501, 0.5045, -0.3182, 0.6141, -0.4897, -0.3240, -0.2997, 0.2758, 0.2833, 0.2057, -0.0100, 0.3959, -0.3518, 0.5443, -0.4653, -0.3649, -0.2803, 0.0423, 0.2281, 0.2683

***

- What is the formula in the second record?
  C24H29BiN5OPS

***

- The highest gap between HOMO and LUMO belongs to which entry?
  C24H29BiN5OPS

***

- Which of these has the lowest HOMO level?
  C24H29BiN5OPS